(1)
Formula: CH4FNS
Source: the OMol25 dataset
Level of theory: wB97M-V/def2-TZVPD

Properties
Energy relative to the best compared isomer or geometry (same formula, charge and spin)   166.6 kJ/mol
Gap between HOMO and LUMO   10.20 eV
LUMO level   0.71 eV
Charge   0
Energy   -16142.920 eV

Last column: Mulliken charge in e.
CARTESIAN COORDINATES (ANGSTROEM)
1 C -0.3515 0.7721 0.2883  -0.41
2 H -1.2399 -0.4274 -0.4034  0.45
3 H 2.3857 -0.9309 -0.9295  0.16
4 H -1.1893 1.2987 -0.1644  0.37
5 H -0.3005 0.7342 1.3837  0.26
6 N 0.4941 0.2490 -0.5007  -0.33
7 F -1.6088 -1.1240 0.0963  -0.42
8 S 1.8102 -0.5716 0.2296  -0.09

(2)
Formula: C6H9N
Source: the OMol25 dataset
Level of theory: wB97M-V/def2-TZVPD

Properties
Energy relative to the best compared isomer or geometry (same formula, charge and spin)   423.1 kJ/mol
Gap between HOMO and LUMO   8.71 eV
LUMO level   0.61 eV
Charge   0
Energy   -7853.775 eV

Last column: Mulliken charge in e.
CARTESIAN COORDINATES (ANGSTROEM)
1 C 0.1869 1.2402 -0.8914  -0.39
2 C 1.2213 0.0687 1.1049  -0.77
3 C 0.2600 -1.0619 1.1564  -0.07
4 C -1.0009 -1.2836 0.6244  -0.35
5 C -1.6971 -0.5219 -0.5538  -0.40
6 C -1.1094 0.6802 -1.1155  -0.29
7 H 0.2895 2.0628 -0.2069  0.33
8 H 0.3443 1.5199 -1.9794  0.27
9 H 1.8978 -0.0670 -0.7035  0.30
10 H 2.3562 -0.3823 1.0168  0.26
11 H 1.4097 0.7815 1.9211  0.37
12 H 0.4407 -1.8935 1.8540  0.28
13 H -1.6169 -2.2195 0.8769  0.23
14 H -2.5296 -0.9589 -1.1348  0.34
15 H -1.8428 1.3339 -1.6975  0.28
16 N 1.3902 0.7016 -0.2716  -0.40

(3)
Formula: C16H21BCl2IN2O4
Source: the OMol25 dataset
Level of theory: wB97M-V/def2-TZVPD

Properties
Gap between HOMO and LUMO   6.87 eV
LUMO level   -4.01 eV
Charge   +1
Energy   -61917.433 eV

Last column: Mulliken charge in e.
CARTESIAN COORDINATES (ANGSTROEM)
1 C -0.4810 1.9336 3.1848  -0.82
2 B -1.0562 2.6049 1.8231  0.52
3 O -1.1047 4.0278 1.8209  -0.46
4 C -1.4864 1.6921 0.5730  0.59
5 C -0.6587 0.4777 0.3422  -0.80
6 C -1.0066 -0.3252 -0.8008  0.15
7 C -2.1140 -0.0214 -1.7318  0.86
8 C -2.9675 1.1330 -1.5027  0.67
9 C -4.1502 1.4010 -2.4711  -1.23
10 C -2.6242 1.9806 -0.3317  -1.16
11 I -3.8552 3.7236 0.0677  0.07
12 C -2.1127 -1.1099 -2.8444  -0.11
13 O -3.0125 -1.3957 -3.5699  -0.48
14 N -0.7929 -1.7204 -2.7458  0.15
15 C 0.1845 -1.3660 -3.7877  -0.38
16 Cl 1.6461 -2.4542 -3.5106  -0.15
17 C 0.5995 0.1551 -3.8036  0.41
18 C 2.0392 0.4493 -4.3521  -1.34
19 Cl -0.5651 1.0083 -4.9468  -0.17
20 C -0.3854 -1.6342 -1.3717  -0.12
21 O 0.2570 -2.3813 -0.6785  -0.52
22 H -0.9710 0.9637 3.4435  0.28
23 H -0.5564 2.6999 4.0077  0.33
24 H 0.6330 1.8057 3.0154  0.14
25 H -0.3432 4.3488 1.2980  0.31
26 H 0.1873 0.1733 0.9898  0.63
27 H -4.8554 0.5239 -2.3912  0.31
28 H -4.7469 2.3034 -2.2009  0.39
29 H -3.7488 1.4545 -3.5162  0.25
30 H -0.1936 -1.6693 -4.8014  0.51
31 H 0.5284 0.6396 -2.7958  0.20
32 H 2.1949 1.5627 -4.2415  0.37
33 H 2.1484 0.2531 -5.4539  0.32
34 H 2.8638 -0.0338 -3.7757  0.39
35 C 1.3552 -2.9984 2.7477  -1.00
36 C 1.9277 -1.6255 2.8371  0.22
37 O 1.5073 -0.6451 2.3055  -0.44
38 N 3.1873 -1.3997 3.5695  -0.07
39 C 2.9390 -1.0040 4.9947  -0.78
40 H 0.2840 -2.9295 2.5687  0.30
41 H 1.8353 -3.5380 1.9279  0.35
42 H 1.5176 -3.5378 3.6842  0.46
43 H 3.7779 -2.2332 3.5254  0.41
44 H 3.6064 -0.5989 3.0869  0.40
45 H 3.9073 -0.8773 5.4745  0.37
46 H 2.3780 -1.7980 5.4849  0.34
47 H 2.3858 -0.0668 5.0035  0.31

(4)
Formula: C49H55BeNOP3S5
Source: the OMol25 dataset
Level of theory: wB97M-V/def2-TZVPD

Properties
Energy relative to the best compared isomer or geometry (same formula, charge and spin)   0.0 kJ/mol
Gap between HOMO and LUMO   6.53 eV
LUMO level   2.03 eV
Charge   -1
Energy   -137694.954 eV

Last column: Mulliken charge in e.
CARTESIAN COORDINATES (ANGSTROEM)
1 Be 1.4539 1.1514 0.1144  -2.23
2 C -4.5265 1.5726 -1.3006  -1.58
3 C -3.4324 0.5608 -0.9593  1.02
4 C -3.7299 -0.0559 0.4102  -1.61
5 P -1.6464 1.1411 -1.0585  1.19
6 C -1.6957 2.5309 -2.2837  0.27
7 C -1.9624 1.9463 -3.6735  -1.67
8 C -0.3364 3.2225 -2.2793  -0.74
9 C -1.4882 2.0178 0.5592  -0.45
10 C -2.3296 3.0733 0.9191  -0.39
11 C -2.3970 3.5458 2.2169  -1.26
12 C -1.5924 2.9602 3.1888  -0.92
13 C -0.7154 1.9479 2.8528  0.26
14 C -0.6289 1.4764 1.5356  -0.10
15 N 0.3456 0.5623 1.1285  1.43
16 C 0.6075 -0.6448 1.7453  -0.19
17 C -0.1386 -1.1805 2.8059  -0.58
18 C 0.1801 -2.4163 3.3366  -0.94
19 C 1.2433 -3.1672 2.8502  -1.00
20 C 1.9648 -2.6673 1.7808  -0.35
21 C 1.6610 -1.4308 1.2235  0.32
22 P 2.3906 -0.7930 -0.3035  1.77
23 C 1.7586 -1.8760 -1.6458  3.47
24 C 2.4773 -3.2111 -1.7956  -1.43
25 C 1.6123 -1.1219 -2.9670  -1.34
26 C 4.2056 -1.0527 -0.2053  0.67
27 C 4.8181 -0.4056 1.0314  -1.53
28 C 4.8754 -0.5354 -1.4788  -1.50
29 H -5.4964 1.0662 -1.2858  0.48
30 H -4.4134 2.0364 -2.2796  0.35
31 H -4.5773 2.3671 -0.5541  0.21
32 H -3.4561 -0.2542 -1.6900  0.19
33 H -3.8151 0.7205 1.1740  0.29
34 H -2.9662 -0.7701 0.7137  0.07
35 H -4.6818 -0.5924 0.3638  0.53
36 H -2.4749 3.2586 -2.0346  0.54
37 H -1.1528 1.2646 -3.9477  0.26
38 H -2.0014 2.7390 -4.4264  0.45
39 H -2.8932 1.3818 -3.7297  0.39
40 H 0.4411 2.5460 -2.6468  0.09
41 H -0.0427 3.5287 -1.2785  -0.62
42 H -0.3372 4.1038 -2.9281  0.63
43 H -2.9594 3.5252 0.1622  0.23
44 H -3.0603 4.3635 2.4703  0.43
45 H -1.6234 3.3197 4.2110  0.36
46 H -0.0505 1.5370 3.6023  0.48
47 H -1.0025 -0.6455 3.1754  0.51
48 H -0.4336 -2.8139 4.1369  0.43
49 H 1.4661 -4.1428 3.2592  0.39
50 H 2.7673 -3.2612 1.3564  0.28
51 H 0.7428 -2.0870 -1.2917  -2.45
52 H 3.4991 -3.1025 -2.1692  0.30
53 H 1.9248 -3.8269 -2.5085  0.45
54 H 2.5014 -3.7676 -0.8577  0.29
55 H 2.5666 -0.7587 -3.3602  0.22
56 H 0.9410 -0.2688 -2.8463  0.15
57 H 1.1719 -1.7864 -3.7145  0.49
58 H 4.3499 -2.1370 -0.1497  0.73
59 H 4.8176 0.6824 0.9440  0.14
60 H 5.8541 -0.7360 1.1431  0.58
61 H 4.2759 -0.6689 1.9408  0.26
62 H 4.6646 0.5269 -1.6194  0.14
63 H 4.5418 -1.0683 -2.3693  0.30
64 H 5.9597 -0.6520 -1.4030  0.45
65 S -0.3299 -5.6776 0.2357  -0.55
66 P -1.7897 -4.4810 -0.3593  1.03
67 S -1.4559 -2.5302 -0.5505  -0.28
68 C -3.2018 -4.6351 0.8034  0.20
69 C -2.9320 -4.5434 2.1681  -0.23
70 C -3.9620 -4.5684 3.0933  -0.70
71 C -5.2809 -4.6939 2.6701  -0.47
72 C -5.5569 -4.7941 1.3156  -0.69
73 C -4.5221 -4.7621 0.3871  -0.32
74 C -2.5046 -5.1204 -1.9304  -0.33
75 C -2.4504 -6.4798 -2.2227  -0.46
76 C -3.0143 -6.9723 -3.3920  -0.58
77 C -3.6359 -6.1096 -4.2843  -0.38
78 C -3.6878 -4.7508 -4.0034  -0.62
79 C -3.1233 -4.2600 -2.8336  -0.12
80 H -1.9010 -4.4579 2.4915  0.27
81 H -3.7368 -4.4938 4.1508  0.38
82 H -6.0866 -4.7139 3.3942  0.36
83 H -6.5804 -4.8972 0.9751  0.38
84 H -4.7513 -4.8369 -0.6687  0.31
85 H -1.9455 -7.1399 -1.5278  0.33
86 H -2.9607 -8.0325 -3.6094  0.37
87 H -4.0705 -6.4938 -5.1997  0.35
88 H -4.1632 -4.0695 -4.6991  0.39
89 H -3.1358 -3.1992 -2.6119  0.36
90 O 2.2368 2.3989 0.1962  0.22
91 C 2.7072 3.5737 0.7374  3.14
92 C 1.6650 4.4014 1.4994  -0.30
93 C 0.6132 5.0979 0.9785  -0.12
94 C -0.0955 5.8528 1.9489  -0.88
95 C 0.4450 5.7285 3.1923  -0.60
96 S 1.7988 4.6929 3.1894  -0.15
97 C 3.8202 3.1953 1.7162  -0.84
98 C 3.7296 2.2117 2.6548  -0.28
99 C 4.9017 2.1035 3.4503  -0.75
100 C 5.8549 3.0083 3.0922  -0.68
101 S 5.3363 3.9893 1.7901  -0.19
102 C 3.2768 4.4286 -0.3850  -1.00
103 C 3.4774 5.7733 -0.4602  -0.07
104 C 4.1241 6.1663 -1.6657  -0.85
105 C 4.3923 5.1049 -2.4750  -0.65
106 S 3.8541 3.6332 -1.7926  0.00
107 H 0.3707 5.0989 -0.0724  0.56
108 H -0.9709 6.4476 1.7287  0.45
109 H 0.1003 6.1726 4.1129  0.46
110 H 2.8569 1.5776 2.7507  0.58
111 H 5.0307 1.3779 4.2411  0.44
112 H 6.8387 3.1372 3.5146  0.45
113 H 3.1771 6.4559 0.3231  0.54
114 H 4.3638 7.1896 -1.9182  0.41
115 H 4.8524 5.1175 -3.4504  0.46

What is the formula in the first record? CH4FNS